Entry 1:
37
Properties=species:S:1:pos:R:3:forces:R:3:mulliken_charge:R:1 method="wB97M-V/def2-TZVPD" e_homo_ev="-6.17 / -4.31" relative_energy_kcal_mol=0.00 orbital_gap_ev="6.24 / 4.64" molar_mass_da=379.8 spin_multiplicity=6
Dy -0.878 0.391 -0.046 3.62 0.12 -0.03 -0.46
P -2.292 1.216 1.946 0.96 0.11 -2.02 0.23
P -0.801 0.465 -2.802 0.37 -0.25 -1.76 -0.07
C -3.668 3.449 2.783 0.08 0.07 0.15 -1.29
C 2.474 0.381 1.274 -0.37 -0.36 -0.87 -0.65
C -3.175 0.846 0.230 -1.34 0.25 1.89 0.59
C -4.699 0.738 0.326 0.21 -0.20 -0.36 -1.17
C 1.101 -1.336 0.414 1.95 0.95 0.67 -0.42
C 1.854 -0.108 0.057 -0.04 -1.09 1.42 -0.46
C -3.404 1.979 3.100 -1.16 -0.29 0.88 -0.59
C -1.899 -0.538 2.403 -0.90 -0.26 0.93 -0.06
C 2.194 -0.511 2.339 -0.47 0.12 -0.06 -0.46
C -3.131 -1.118 3.120 -0.01 -0.86 0.10 -1.36
C 1.376 -1.552 1.826 -0.11 0.08 -0.81 -0.58
H -1.026 -0.505 3.077 -0.28 -0.08 -0.28 0.49
H -2.878 1.693 -0.435 -0.17 -0.39 -0.01 0.19
H 0.708 -2.044 -0.343 0.26 0.31 0.74 0.43
H -2.766 4.059 2.900 -0.08 -0.15 -0.13 0.36
H -5.019 -0.100 0.971 0.21 0.48 -0.23 0.19
H 1.102 -2.436 2.408 -0.21 0.35 -0.27 0.43
H -4.058 3.586 1.773 0.07 0.00 0.02 0.30
H -4.347 1.407 3.096 0.11 0.31 0.21 0.41
H -4.412 3.827 3.485 -0.03 0.06 -0.05 0.37
H -3.596 -0.406 3.816 0.21 -0.29 -0.20 0.29
H 3.134 1.255 1.369 -0.46 -0.41 -0.23 0.40
H -5.135 1.673 0.682 -0.09 -0.15 0.04 0.28
H -2.815 -0.177 -0.240 -1.08 0.43 0.10 -0.13
H 2.144 0.144 -0.968 -0.22 0.18 0.38 0.48
H 0.364 1.107 -3.352 -0.44 0.07 0.01 0.07
H -2.963 1.877 4.107 -0.12 -0.01 -0.32 0.41
H -5.080 0.536 -0.683 -0.15 0.05 0.15 0.40
H -1.797 1.092 -3.623 0.53 -0.25 0.16 0.09
H -2.841 -1.998 3.710 -0.13 0.09 -0.11 0.42
H -1.618 -1.214 1.538 -0.35 0.67 0.86 0.20
H -3.903 -1.451 2.403 0.32 0.21 0.27 0.23
H 2.526 -0.380 3.411 -0.45 -0.26 -1.48 0.36
H -0.632 -0.735 -3.564 -0.22 0.36 0.24 0.10


Entry 2:
11
Properties=species:S:1:pos:R:3:forces:R:3:mulliken_charge:R:1 method="wB97M-V/def2-TZVPD" e_homo_ev=-9.89 relative_energy_kcal_mol=79.55 orbital_gap_ev=8.96 molar_mass_da=106.1 spin_multiplicity=1
F 1.592 2.155 -0.742 -1.00 -1.16 0.85 -0.29
F 2.318 0.678 0.660 -0.19 -0.80 0.12 -0.23
N -0.220 -0.978 -0.774 4.40 5.05 -1.40 -0.45
N -0.972 -0.226 0.056 -7.71 -4.79 5.04 -0.12
C 1.176 1.009 0.028 -0.37 2.89 -0.74 0.51
C 0.769 -0.030 -0.978 0.38 -5.02 -0.01 -0.20
C -1.953 -0.994 0.744 4.19 -0.21 -4.45 -0.32
H -2.600 -0.380 1.315 -0.60 0.10 0.78 0.29
H 0.374 1.301 0.757 1.16 -0.09 -0.81 0.21
H -2.122 -2.248 0.557 0.64 3.98 0.57 0.26
H 1.638 -0.287 -1.623 -0.90 0.04 0.06 0.33


Entry 3:
9
Properties=species:S:1:pos:R:3:forces:R:3:mulliken_charge:R:1 method="wB97M-V/def2-TZVPD" e_homo_ev=-10.89 smiles=O.O.O relative_energy_kcal_mol=59.69 orbital_gap_ev=11.39 molar_mass_da=54.0 spin_multiplicity=1
O 1.936 -1.323 1.868 3.84 -1.05 2.43 -0.53
O 0.117 0.432 1.048 5.77 -1.63 8.86 -0.57
O -1.402 0.987 -2.072 6.72 4.43 2.22 -0.59
H 1.263 -0.900 1.475 -3.76 5.39 -1.29 0.27
H 0.037 0.452 0.227 -0.50 0.25 -11.89 0.26
H -0.808 1.187 -2.835 -0.46 -0.02 1.13 0.32
H 1.563 -2.032 1.428 0.27 -4.60 -0.85 0.30
H -0.682 0.668 1.308 -5.67 1.68 2.65 0.27
H -2.020 0.533 -2.449 -6.20 -4.44 -3.25 0.27